Entry 1:
Computed, not measured: C25H46IrP2 as an isolated structure, with ωB97M-V with the def2-TZVPD basis set.

Computed properties:
Kohn-Sham gap (alpha / beta)	5.60 / 6.45	eV
ΔE to the lowest compared entry with this formula, charge and spin	0.00	kJ/mol
E_LUMO (alpha / beta)	-0.0659 / -0.1767	Eh
spin multiplicity	5
total charge	+1
HOMO (alpha / beta)	-7.39 / -11.26	eV
⟨S²⟩	6.013
molecular weight	600.8	g mol⁻¹

Each line ends with the Mulliken spin population.
Geometry (Å):
1 Ir 1.485 -1.268 0.003  1.970
2 C 3.508 -0.679 0.920  0.193
3 C 2.605 -1.133 1.957  0.321
4 C 3.157 -2.960 0.618  0.230
5 C 3.852 -1.816 0.109  0.089
6 C 2.403 -2.551 1.766  0.206
7 C 4.109 0.681 0.789  0.024
8 H 3.527 1.424 1.339  -0.001
9 H 4.176 0.978 -0.266  0.002
10 H 5.130 0.687 1.196  0.006
11 C 4.811 -1.804 -1.033  0.004
12 H 4.937 -0.791 -1.431  0.004
13 H 4.482 -2.466 -1.843  0.005
14 H 5.802 -2.154 -0.706  0.019
15 C 3.252 -4.353 0.095  -0.005
16 H 4.162 -4.843 0.474  0.013
17 H 3.302 -4.373 -1.001  0.004
18 H 2.397 -4.958 0.420  0.002
19 C 1.657 -3.461 2.683  0.014
20 H 2.353 -3.951 3.382  0.009
21 H 1.147 -4.258 2.125  0.007
22 H 0.924 -2.909 3.280  0.003
23 C 2.096 -0.336 3.111  -0.042
24 H 2.718 -0.510 3.998  0.009
25 H 1.070 -0.630 3.363  0.000
26 H 2.120 0.734 2.887  0.001
27 C -2.921 4.013 -1.776  0.001
28 C -2.386 4.615 -0.694  0.002
29 C -3.108 5.008 0.562  0.001
30 C -4.369 4.186 0.911  -0.001
31 C -4.143 2.700 0.970  0.001
32 C -4.206 1.813 -0.038  -0.002
33 C -4.577 2.101 -1.463  0.000
34 C -4.337 3.545 -1.955  0.000
35 H -3.401 6.075 0.535  0.000
36 H -5.187 4.475 0.238  0.000
37 H -2.392 4.926 1.395  0.001
38 H -5.080 4.214 -1.503  0.000
39 H -2.319 3.942 -2.691  0.000
40 H -1.368 5.014 -0.765  -0.003
41 H -4.549 3.550 -3.039  0.000
42 H -4.004 1.409 -2.102  0.000
43 H -4.129 0.743 0.203  0.002
44 H -5.641 1.861 -1.646  0.000
45 H -4.686 4.512 1.918  0.000
46 H -4.004 2.331 1.997  0.000
47 P 0.538 0.615 -0.740  0.087
48 P -0.597 -2.252 -0.034  0.163
49 C -1.256 0.279 -1.036  -0.006
50 C -1.566 -1.206 -1.215  0.016
51 H -1.544 0.856 -1.926  0.008
52 H -1.814 0.703 -0.187  0.023
53 H -2.626 -1.421 -1.012  0.010
54 H -1.346 -1.550 -2.237  -0.003
55 C -0.734 -3.987 -0.481  0.026
56 H -0.273 -4.612 0.296  -0.004
57 H -0.245 -4.193 -1.440  0.005
58 H -1.801 -4.238 -0.556  0.011
59 C -1.374 -2.037 1.581  0.047
60 H -2.460 -2.095 1.447  0.008
61 H -1.103 -1.071 2.025  0.005
62 H -1.044 -2.844 2.247  -0.004
63 C 1.277 1.235 -2.266  0.018
64 H 2.353 1.402 -2.117  -0.004
65 H 0.796 2.188 -2.523  0.007
66 H 1.142 0.524 -3.089  0.003
67 C 0.673 1.897 0.513  0.024
68 H 0.422 1.499 1.505  0.002
69 H -0.017 2.712 0.258  0.025
70 H 1.700 2.279 0.531  -0.007
71 C 1.590 -1.911 -1.937  0.462
72 H 0.689 -1.737 -2.529  -0.036
73 H 1.820 -2.988 -1.958  -0.007
74 H 2.426 -1.378 -2.411  0.030

---

Entry 2:
Computed, not measured: C25H46P2Ru as an isolated structure, with ωB97M-V with the def2-TZVPD basis set.

Computed properties:
Kohn-Sham gap (alpha / beta)	6.75 / 3.44	eV
ΔE to the lowest compared entry with this formula, charge and spin	209.42	kJ/mol
E_LUMO (alpha / beta)	-0.0807 / -0.2165	Eh
spin multiplicity	6
total charge	+1
HOMO (alpha / beta)	-8.95 / -9.34	eV
⟨S²⟩	8.788
molecular weight	509.7	g mol⁻¹

Each line ends with the Mulliken spin population.
Geometry (Å):
1 Ru -0.680 -0.686 -5.151  2.701
2 C -0.579 -2.206 0.773  0.098
3 C 0.750 -2.252 0.275  0.160
4 C 0.704 -0.773 2.035  0.244
5 C -0.605 -1.291 1.856  0.209
6 C 1.543 -1.362 1.055  0.262
7 C -1.756 -2.907 0.221  0.041
8 H -1.531 -3.383 -0.740  -0.015
9 H -2.589 -2.204 0.076  -0.007
10 H -2.107 -3.691 0.906  0.000
11 C -1.800 -0.906 2.636  -0.002
12 H -2.696 -0.984 2.005  0.006
13 H -1.710 0.129 3.001  -0.001
14 H -1.955 -1.549 3.518  0.029
15 C 1.112 0.239 3.027  -0.004
16 H 1.419 -0.217 3.979  0.015
17 H 0.276 0.917 3.243  -0.001
18 H 1.960 0.827 2.655  0.007
19 C 2.975 -1.071 0.860  -0.002
20 H 3.602 -1.657 1.552  0.009
21 H 3.186 -0.005 1.041  0.007
22 H 3.303 -1.312 -0.162  -0.001
23 C 1.236 -3.062 -0.860  -0.012
24 H 1.618 -4.033 -0.508  0.035
25 H 2.055 -2.557 -1.387  0.001
26 H 0.427 -3.264 -1.569  0.013
27 C -1.876 0.329 -6.342  -0.001
28 C -1.880 -1.071 -6.684  -0.026
29 C -1.051 -1.542 -7.869  0.045
30 C 0.481 -1.394 -7.669  0.038
31 C 0.899 -1.049 -6.265  -0.120
32 C 0.896 0.311 -5.798  0.138
33 C 0.426 1.429 -6.684  0.038
34 C -1.057 1.314 -7.137  0.066
35 H -1.351 -1.014 -8.794  0.000
36 H 0.916 -0.698 -8.398  -0.008
37 H -1.280 -2.601 -8.055  -0.004
38 H -1.116 1.092 -8.210  -0.009
39 H -2.773 0.757 -5.897  -0.044
40 H -2.774 -1.662 -6.446  -0.005
41 H -1.534 2.300 -7.014  -0.005
42 H 0.544 2.377 -6.136  -0.016
43 H 1.637 0.581 -5.044  -0.064
44 H 1.080 1.504 -7.563  0.005
45 H 0.920 -2.378 -7.891  -0.001
46 H 1.638 -1.707 -5.819  0.018
47 P -1.506 1.664 -1.770  0.417
48 P 1.241 1.984 -1.360  0.256
49 C -0.929 3.303 -2.469  0.017
50 C 0.575 3.484 -2.255  -0.010
51 H -1.528 4.088 -1.981  0.008
52 H -1.144 3.309 -3.552  -0.006
53 H 1.124 3.632 -3.191  0.006
54 H 0.738 4.364 -1.614  -0.003
55 C 2.154 3.043 -0.152  0.043
56 H 2.366 2.510 0.780  -0.005
57 H 1.544 3.921 0.080  -0.001
58 H 3.086 3.370 -0.637  0.011
59 C 2.704 1.301 -2.233  0.031
60 H 3.244 2.064 -2.810  0.009
61 H 2.405 0.473 -2.884  0.003
62 H 3.369 0.891 -1.450  -0.003
63 C -3.135 1.701 -2.584  0.099
64 H -3.771 0.901 -2.189  -0.001
65 H -3.015 1.585 -3.678  -0.005
66 H -3.550 2.694 -2.356  0.021
67 C -1.133 -1.529 -3.345  0.271
68 H -0.631 -1.036 -2.490  -0.044
69 H -0.691 -2.516 -3.559  0.001
70 H -2.219 -1.659 -3.206  0.019
71 C -1.852 1.824 0.007  0.017
72 H -2.222 2.820 0.292  0.005
73 H -0.928 1.532 0.528  0.006
74 H -2.603 1.055 0.252  0.000

---

Entry 3:
Computed, not measured: C25H47AuCl2NO3Si2 as an isolated structure, with ωB97M-V with the def2-TZVPD basis set.

Computed properties:
Kohn-Sham gap (alpha / beta)	6.65 / 6.01	eV
ΔE to the lowest compared entry with this formula, charge and spin	22.19	kJ/mol
E_LUMO (alpha / beta)	-0.1260 / -0.1876	Eh
spin multiplicity	3
total charge	+1
HOMO (alpha / beta)	-10.08 / -11.12	eV
⟨S²⟩	2.056
molecular weight	733.7	g mol⁻¹

Each line ends with the Mulliken spin population.
Geometry (Å):
1 O -0.341 -1.308 -1.657  -0.067
2 O 0.965 1.113 -3.949  -0.002
3 C 0.366 -2.571 -2.160  0.002
4 C -0.427 -3.806 -1.828  0.001
5 H 1.340 -2.543 -1.673  -0.002
6 H 0.486 -2.391 -3.228  0.000
7 H -0.557 -3.910 -0.746  0.001
8 H 0.118 -4.687 -2.183  0.000
9 H -1.403 -3.794 -2.320  0.000
10 C -1.525 -0.754 -2.347  0.001
11 C -1.441 -1.032 -3.821  0.000
12 H -1.502 0.328 -2.146  0.002
13 H -2.406 -1.210 -1.882  -0.001
14 H -0.540 -0.583 -4.270  0.000
15 H -2.319 -0.576 -4.294  0.000
16 H -1.486 -2.107 -4.053  0.000
17 C 0.555 2.433 -3.610  0.000
18 C 2.314 0.889 -4.343  0.001
19 C -0.667 2.804 -4.429  0.000
20 H 1.373 3.152 -3.778  0.000
21 H 0.301 2.430 -2.537  0.000
22 H -0.424 2.819 -5.499  0.000
23 H -1.012 3.800 -4.145  0.000
24 H -1.490 2.097 -4.270  0.000
25 C 2.425 0.825 -5.858  0.000
26 H 2.603 -0.074 -3.896  0.000
27 H 2.974 1.673 -3.937  0.000
28 H 1.696 0.125 -6.283  0.000
29 H 3.427 0.495 -6.137  0.000
30 H 2.252 1.816 -6.295  0.000
31 H -0.192 -1.081 -0.630  0.125
32 Au 0.023 -0.230 1.178  0.181
33 C 1.568 0.049 -0.247  0.300
34 Si 3.291 0.524 0.316  -0.010
35 H 1.748 -0.879 -0.789  -0.009
36 H 1.197 0.791 -0.960  -0.086
37 C 4.558 -0.519 -0.624  0.015
38 C 3.477 0.198 2.142  0.024
39 C 3.575 2.326 -0.113  0.011
40 C -1.879 -1.185 1.202  0.446
41 Si -3.359 -0.009 1.052  -0.007
42 H -1.875 -1.699 2.182  -0.007
43 H -1.884 -1.974 0.434  -0.022
44 C -4.628 -0.726 -0.139  0.016
45 C -2.900 1.709 0.448  0.012
46 C -4.118 0.149 2.758  0.009
47 H 2.968 2.616 -0.981  -0.001
48 H 4.634 2.492 -0.353  0.001
49 H 3.299 2.971 0.732  -0.001
50 H 4.380 -1.590 -0.457  -0.001
51 H 5.581 -0.293 -0.292  0.002
52 H 4.500 -0.336 -1.706  -0.002
53 H 2.857 -0.657 2.442  -0.012
54 H 3.143 1.071 2.715  0.005
55 H 4.523 -0.015 2.396  -0.001
56 H -3.390 1.925 -0.512  0.002
57 H -1.819 1.838 0.315  -0.006
58 H -3.243 2.458 1.176  0.000
59 H -4.981 0.827 2.705  0.002
60 H -3.409 0.540 3.500  0.001
61 H -4.468 -0.835 3.099  -0.001
62 H -5.613 -0.296 0.097  0.001
63 H -4.690 -1.818 -0.024  -0.001
64 H -4.395 -0.498 -1.188  0.000
65 Cl 1.912 -3.759 4.957  0.052
66 C 0.957 -2.378 5.188  0.180
67 C 0.476 -2.008 6.432  -0.104
68 C -0.274 -0.843 6.613  0.265
69 Cl -0.901 -0.489 8.164  0.056
70 C -0.526 0.059 5.538  -0.015
71 C -1.205 1.294 5.660  0.072
72 C -1.330 2.128 4.566  -0.023
73 C -0.835 1.717 3.325  0.059
74 N -0.310 0.490 3.176  0.005
75 C -0.070 -0.319 4.239  0.107
76 C 0.630 -1.591 4.016  0.106
77 O 0.942 -1.992 2.861  0.312
78 H 0.691 -2.646 7.277  0.000
79 H -1.607 1.585 6.627  0.008
80 H -1.811 3.102 4.627  -0.001
81 H -0.874 2.354 2.437  -0.003

---

Q: Look up the ΔE to the lowest compared entry with this formula, charge and spin of the second one.
A: 209.42 kJ/mol

---

Q: ΔE to the lowest compared entry with this formula, charge and spin of number 2 (C25H46P2Ru)?
A: 209.42 kJ/mol

---

Q: Look up the ⟨S²⟩ of the second one.
A: 8.788